[1]
A structure of composition C23H29N9S2SeSr, computed with ωB97M-V/def2-TZVPD.

Calculated values
HOMO-LUMO gap = 4.8912 eV
ΔE to the lowest compared entry with this formula, charge and spin = 11.7 kJ/mol
F_max = 0.4 eV Å⁻¹
net charge = 0

Geometry (Å):
1 H 4.18 0.07 0.77
2 H -0.73 3.52 -0.66
3 H -0.81 2.07 -2.57
4 H 2.23 -2.36 -3.04
5 N -0.18 2.00 0.64
6 S -2.85 0.04 1.65
7 H 1.55 -0.19 -3.90
8 N 1.15 -2.28 -1.20
9 H -1.15 2.10 0.92
10 N 0.96 -3.96 5.16
11 C 2.04 1.39 1.58
12 H 0.53 -3.08 -1.19
13 C -3.78 3.04 -0.86
14 C 1.00 2.61 -1.53
15 H 0.74 2.89 2.34
16 C -3.07 0.31 -1.16
17 N -0.37 -2.44 2.15
18 H 3.19 0.51 -0.60
19 H 4.25 -2.11 0.24
20 C 0.64 1.91 1.85
21 C -3.67 2.48 -2.14
22 H -2.22 -2.73 1.33
23 H 0.76 3.84 0.21
24 C -3.34 1.14 -2.26
25 C 0.19 3.06 -0.31
26 H -3.67 2.66 1.23
27 S -2.67 -1.36 -1.49
28 H 2.80 -3.55 -0.81
29 C 1.35 -1.88 -2.61
30 C 3.48 -1.62 -0.35
31 H -3.02 -4.35 3.00
32 H 0.11 1.26 2.55
33 H -1.54 -5.02 4.91
34 H 0.64 1.96 -3.55
35 N 0.26 0.32 -2.28
36 Sr -0.42 -0.61 0.17
37 N 1.67 -2.27 3.30
38 H -3.27 0.71 -3.25
39 N -3.96 3.92 -4.27
40 H 2.63 1.48 2.50
41 C -1.23 -4.32 4.15
42 N 2.08 0.01 1.06
43 C 0.46 -2.78 3.19
44 H 2.09 -0.64 1.84
45 H 1.33 3.52 -2.03
46 H 1.90 2.08 -1.22
47 C -3.18 0.88 0.15
48 C 2.34 -2.64 -0.42
49 C 0.07 -3.73 4.22
50 C -3.85 3.28 -3.32
51 C 1.43 -0.37 -2.82
52 Se 2.37 -2.95 4.78
53 H 3.91 -1.50 -1.35
54 C -1.55 -3.02 2.14
55 H -0.59 -0.13 -2.63
56 H 1.99 -2.86 0.60
57 C -2.01 -3.95 3.11
58 H 2.33 0.03 -2.34
59 N -4.36 5.54 -0.51
60 C -4.10 4.43 -0.67
61 C 3.26 -0.20 0.22
62 H 0.48 -2.24 -3.17
63 C 0.23 1.76 -2.55
64 H 2.52 2.04 0.85
65 C -3.56 2.23 0.24

---

[2]
A structure of composition C23H29NO3, computed with ωB97M-V/def2-TZVPD.

Calculated values
HOMO-LUMO gap = 9.0241 eV
ΔE to the lowest compared entry with this formula, charge and spin = 1787.2 kJ/mol
F_max = 14.4 eV Å⁻¹
net charge = 0

Geometry (Å):
1 C 3.03 0.24 1.23
2 C 3.47 0.82 -0.10
3 H -6.89 -1.68 -1.73
4 H 6.28 0.52 -0.79
5 O 1.88 -4.10 -1.42
6 C 0.38 -1.95 0.09
7 H 1.24 -3.36 1.82
8 C 0.80 -3.24 0.70
9 H -4.04 -1.28 1.31
10 H 3.33 3.72 -0.04
11 H 4.98 3.90 -0.85
12 C -4.84 0.93 -0.55
13 H -7.93 2.00 0.25
14 H 1.37 -0.95 -2.25
15 O 3.16 -3.89 0.36
16 H -3.16 2.32 -0.08
17 C 2.09 -0.55 1.01
18 C -3.44 1.09 0.11
19 H -3.60 1.09 2.14
20 C -3.04 -1.04 1.51
21 H -2.75 0.56 -1.00
22 O -2.33 -2.31 -0.54
23 C 5.79 1.36 -1.09
24 C 1.88 -0.50 -1.24
25 H 5.58 1.47 1.60
26 H 3.74 2.96 -1.78
27 C -2.10 -1.67 0.59
28 H 3.03 0.97 -2.36
29 C -5.78 1.58 0.26
30 H 6.72 2.06 -1.26
31 H -2.04 0.98 1.67
32 H 0.32 -4.21 0.45
33 H 4.57 2.77 1.71
34 H -4.51 -1.13 -1.37
35 H -0.06 -2.17 -0.93
36 C 5.30 2.37 0.98
37 H -8.56 0.03 -0.82
38 H -5.50 2.62 0.67
39 C -7.50 0.36 -0.72
40 H 2.64 -4.12 -1.99
41 C 2.03 -3.68 0.09
42 H 3.73 0.52 2.02
43 H 6.09 3.05 0.88
44 H -2.66 -1.19 2.39
45 C 2.80 0.68 -1.27
46 C -7.23 1.31 0.11
47 H -0.52 -1.12 2.01
48 C 1.40 -0.97 -0.11
49 C -2.99 0.54 1.23
50 H 1.92 -1.08 2.14
51 C -6.56 -0.85 -1.18
52 C 4.67 1.76 -0.42
53 N -0.75 -1.59 0.74
54 C -5.15 -0.36 -1.00
55 C 4.27 3.28 -0.98
56 H 5.42 1.13 -2.20

---

[3]
An isolated molecule of C23H29NO4, computed with ωB97M-V/def2-TZVPD.

Calculated values
HOMO-LUMO gap = 9.0312 eV
ΔE to the lowest compared entry with this formula, charge and spin = 121.8 kJ/mol
F_max = 0.6 eV Å⁻¹
net charge = 0
SMILES = COc1cccc(C[C@]2(CO)CCCN(Cc3ccc4c(c3)OCCO4)C2)c1

Geometry (Å):
1 H 2.19 -1.53 -1.84
2 C 0.67 -0.34 -0.06
3 C 1.65 0.61 0.64
4 C -1.58 -2.78 3.01
5 C -2.29 -2.52 0.34
6 H 2.21 -0.80 2.20
7 C -5.10 -2.07 3.25
8 C 1.46 3.67 -2.82
9 O 2.49 4.28 -3.47
10 H -6.48 -2.37 1.59
11 C 1.13 2.06 0.60
12 H 1.90 2.70 1.05
13 C 3.47 -0.96 -0.19
14 O -4.58 -2.40 0.92
15 O -3.85 -2.56 3.67
16 H -0.07 3.83 -4.33
17 H 3.74 -1.35 0.78
18 C 3.01 0.49 -0.07
19 H 1.99 4.00 -5.46
20 H 2.47 0.91 2.63
21 H 2.90 0.92 -1.07
22 H -0.30 -0.30 0.43
23 H -2.59 -2.42 -0.69
24 C 0.13 -2.66 -0.36
25 H 0.02 -0.46 2.55
26 C -0.48 2.40 -1.30
27 N 1.16 -1.70 0.01
28 C 1.75 3.21 -1.53
29 H 3.76 1.08 0.47
30 H -5.81 -2.30 4.04
31 O 0.58 0.27 2.84
32 C 2.26 4.80 -4.76
33 H -1.25 1.92 -0.71
34 C 2.37 -1.83 -0.79
35 H -1.33 -2.87 4.05
36 H 4.35 -1.01 -0.83
37 H -0.30 -2.45 -1.35
38 C -5.51 -2.73 1.93
39 C -3.27 -2.51 1.32
40 C -0.77 2.86 -2.57
41 H -5.04 -0.98 3.10
42 C -0.95 -2.67 0.68
43 C 0.19 3.49 -3.34
44 H -1.77 2.72 -2.97
45 H 0.43 -2.94 2.29
46 H 0.24 2.10 1.24
47 C 0.79 2.57 -0.77
48 H 2.69 -2.88 -0.78
49 C -2.92 -2.62 2.67
50 H 2.74 3.38 -1.15
51 H -5.54 -3.82 2.07
52 C 1.79 0.21 2.13
53 H 1.48 5.56 -4.75
54 H 0.54 -0.02 -1.11
55 H 0.60 -3.65 -0.40
56 C -0.61 -2.81 2.03
57 H 3.21 5.25 -5.07

---

[4]
A structure of composition C23H30BN8PdS2, computed with ωB97M-V/def2-TZVPD.

Calculated values
HOMO-LUMO gap (alpha / beta) = 7.4955 / 4.4416 eV
ΔE to the lowest compared entry with this formula, charge and spin = 95.2 kJ/mol
F_max = 1.5 eV Å⁻¹
2S+1 = 5
net charge = +3

Geometry (Å):
1 H -1.74 3.60 3.20
2 H 1.16 -0.33 -3.71
3 C -3.01 -1.83 1.02
4 H 0.28 3.81 -1.82
5 H 3.49 -4.42 0.66
6 C -1.37 -3.28 0.36
7 C -0.79 1.93 2.31
8 C 2.33 0.20 3.26
9 H 2.66 -0.66 2.67
10 C -3.47 2.31 -1.48
11 C 0.33 1.86 3.14
12 N 2.82 -1.30 -0.31
13 C 2.77 -3.72 0.24
14 H -3.89 2.79 -2.35
15 H -3.32 -4.07 1.09
16 H -0.01 -4.35 -0.89
17 C 5.05 -0.76 -0.75
18 H -0.22 -1.22 -4.35
19 H -2.86 2.44 2.48
20 H 3.11 0.96 3.26
21 C -1.82 1.25 -3.15
22 C 1.06 0.74 2.72
23 N -1.57 0.71 -1.02
24 H 0.56 2.51 3.96
25 C 0.52 3.37 -0.85
26 H 5.21 2.07 -1.39
27 Pd 0.74 -0.57 -0.22
28 H 0.12 0.38 -4.97
29 C 1.80 2.63 -0.93
30 N -0.93 -2.04 0.23
31 B -1.83 0.39 0.47
32 H -0.29 2.73 -0.52
33 H -0.03 -4.88 0.81
34 C 4.14 2.09 -1.21
35 H 5.93 -0.20 -1.01
36 H -2.86 0.89 0.79
37 N 1.98 1.37 -0.71
38 S 3.26 3.51 -1.35
39 C 3.42 -2.45 -0.14
40 H -4.78 -0.71 0.68
41 H -1.94 3.52 1.45
42 C 3.30 1.02 -0.86
43 H -1.36 -5.30 -0.25
44 C -2.68 -3.22 0.87
45 S 5.14 -2.41 -0.41
46 H 2.34 -4.20 -0.65
47 C -0.64 -4.52 -0.02
48 H 1.97 -3.53 0.96
49 C -0.75 0.35 -3.02
50 H -4.94 -2.04 1.84
51 H -4.26 1.74 -0.99
52 C -2.33 1.44 -1.88
53 N -0.71 0.90 1.43
54 H -3.15 3.09 -0.77
55 C -4.28 -1.25 1.49
56 H -2.18 1.68 -4.07
57 C -1.89 2.93 2.36
58 H 2.19 -0.11 4.29
59 C 0.13 -0.23 -4.07
60 N -0.63 0.02 -1.74
61 N 0.40 0.15 1.72
62 N -1.95 -1.15 0.62
63 H 0.63 4.22 -0.16
64 C 3.73 -0.31 -0.65
65 H -4.12 -0.54 2.30

---

[5]
A structure of composition C23H30Br2CdNOPSbTe, computed with ωB97M-V/def2-TZVPD.

Calculated values
HOMO-LUMO gap = 5.2490 eV
ΔE to the lowest compared entry with this formula, charge and spin = 58.5 kJ/mol
F_max = 0.5 eV Å⁻¹
net charge = -1

Geometry (Å):
1 C -0.46 -3.39 -1.79
2 C 4.81 1.10 0.67
3 H 4.19 1.47 -3.66
4 Cd -0.69 -0.29 -1.44
5 C -2.03 -5.08 -2.47
6 H -5.66 -0.57 0.68
7 C -2.66 -2.79 -2.20
8 C 1.65 -5.19 -1.81
9 H 2.09 1.01 -2.43
10 C -4.92 -1.01 1.35
11 P -3.24 -0.38 0.89
12 C -3.82 4.01 2.23
13 H -2.26 -6.11 -2.72
14 Br 0.15 -7.46 -2.59
15 H -5.18 -0.74 2.38
16 H -2.09 1.26 3.15
17 C -2.78 1.86 2.59
18 C 2.85 3.48 0.04
19 H 4.02 2.74 -2.45
20 H 2.34 3.80 -0.87
21 H -4.96 -2.09 1.24
22 C 0.39 -5.63 -2.13
23 H -2.68 -0.95 3.23
24 C -4.51 3.48 1.14
25 H -1.23 -0.79 2.20
26 H 3.91 3.73 -0.05
27 H -2.24 -2.23 2.07
28 H 3.27 -0.20 -1.93
29 H 2.31 5.26 1.20
30 C -3.00 -4.12 -2.50
31 C -3.46 1.33 1.50
32 H 5.38 1.81 0.06
33 C 0.86 -2.89 -1.38
34 C 5.07 1.34 2.15
35 Te -0.66 2.27 -1.10
36 H -2.41 3.60 3.79
37 C 4.16 1.67 -2.58
38 H -5.17 4.11 0.56
39 C -0.70 -4.73 -2.13
40 C 2.22 4.17 1.26
41 H 1.16 3.92 1.33
42 H 6.14 1.31 2.40
43 O 1.03 -1.70 -0.99
44 H -3.39 -2.00 -2.24
45 C -2.96 3.19 2.95
46 N -1.44 -2.45 -1.86
47 H -4.82 1.77 -0.10
48 H -3.93 5.05 2.49
49 Sb 2.67 1.32 0.17
50 C -2.26 -1.15 2.24
51 C 3.04 0.87 -1.91
52 H -4.02 -4.37 -2.76
53 H 4.70 2.32 2.47
54 H 4.57 0.60 2.77
55 H 2.70 3.85 2.19
56 Br 3.63 -3.31 -1.01
57 C -4.32 2.16 0.78
58 C 1.88 -3.86 -1.45
59 H 2.48 -5.87 -1.83
60 H 5.12 0.09 0.38
61 H 5.14 1.41 -2.17

---

[6]
A structure of composition C23H30BrF5N2OPd, computed with ωB97M-V/def2-TZVPD.

Calculated values
HOMO-LUMO gap = 3.6191 eV
ΔE to the lowest compared entry with this formula, charge and spin = 25.5 kJ/mol
F_max = 0.5 eV Å⁻¹
net charge = -2

Geometry (Å):
1 F 7.70 1.39 -0.07
2 C 6.67 1.37 -0.95
3 C 5.85 1.79 -3.15
4 C -2.75 -1.89 0.59
5 F 3.64 1.41 -3.70
6 C -0.66 -0.93 -0.27
7 H -2.99 1.97 -1.95
8 C -0.04 -1.97 0.49
9 H 2.65 5.37 0.56
10 H 3.07 3.67 -1.33
11 H 1.01 4.73 0.64
12 H -4.44 -1.37 -1.53
13 H -4.57 1.52 -0.34
14 H 0.84 2.23 1.24
15 C -2.10 -2.91 1.29
16 H -4.48 0.14 -2.46
17 H -3.16 -1.03 -2.69
18 C 2.09 4.12 -1.10
19 H -4.43 -5.47 1.62
20 C -2.03 -4.97 2.77
21 H -3.83 -1.87 0.62
22 C 2.55 3.40 1.34
23 C -3.95 0.77 0.16
24 H 3.60 3.20 1.13
25 H -1.41 -5.52 2.07
26 H -1.60 1.83 -0.86
27 H -4.52 -4.04 0.58
28 N 1.84 2.14 1.20
29 C 4.60 1.36 -2.72
30 H -4.48 -2.54 2.66
31 H -2.65 -5.69 3.31
32 C -3.83 -4.72 1.09
33 C -3.80 -3.26 3.11
34 C -0.71 -2.92 1.23
35 C -2.99 0.13 -0.86
36 F 6.08 2.21 -4.42
37 N 0.98 3.25 -1.50
38 H -3.39 1.25 0.95
39 C -2.24 1.28 -1.54
40 H 1.27 2.29 -1.27
41 Pd 2.45 0.44 -0.88
42 H -4.62 0.03 0.61
43 H 2.02 5.06 -1.67
44 Br 1.85 -2.00 0.41
45 H -1.60 0.94 -2.34
46 H 2.17 1.43 1.83
47 H -3.24 -5.22 0.32
48 C 4.31 0.92 -1.44
49 H -0.13 -3.67 1.75
50 C -2.10 -0.91 -0.15
51 H -3.18 -2.72 3.83
52 C 6.90 1.80 -2.25
53 H -1.37 -4.48 3.49
54 H -4.40 -4.00 3.66
55 F 5.28 0.58 0.72
56 H 2.50 3.82 2.36
57 C -3.82 -0.58 -1.95
58 C 2.04 4.47 0.38
59 H 0.92 3.25 -2.51
60 C 5.40 0.96 -0.59
61 O 0.00 -0.11 -0.97
62 C -2.92 -3.95 2.06
63 F 8.14 2.21 -2.63

---

[7]
A cluster of 7 separate species, C23H30Cl3F15O14S in total, computed with ωB97M-V/def2-TZVPD.

Calculated values
HOMO-LUMO gap = 11.3669 eV
F_max = 3.4 eV Å⁻¹
net charge = 0
SMILES = CCOC(=O)C(F)(F)F.CCOC(=O)C(F)(F)F.CCOC(=O)C(F)(F)F.CCOC(=O)C(F)(F)F.CCOC(=O)C(F)(F)F.O=S1(=O)OCCO1.ClC(Cl)Cl

Geometry (Å):
1 Cl 10.56 14.92 16.90
2 C 10.29 11.39 22.47
3 C 6.92 13.45 21.55
4 C 9.90 13.23 16.67
5 C 5.63 16.06 14.13
6 F 14.18 14.81 15.92
7 H 9.00 13.35 15.97
8 H 6.44 13.71 20.62
9 O 9.44 9.34 23.10
10 C 8.05 14.64 9.63
11 C 11.54 16.97 13.83
12 H 9.71 7.88 14.43
13 O 9.99 9.51 19.02
14 F 8.90 11.26 12.75
15 H 11.42 9.82 23.64
16 H 11.30 8.55 14.60
17 C 10.69 9.99 22.77
18 O 7.62 15.69 20.17
19 C 12.39 9.71 19.10
20 H 6.73 13.98 23.72
21 H 11.16 17.74 14.47
22 F 10.19 12.90 12.66
23 O 5.91 17.05 16.31
24 H 5.23 15.16 18.50
25 H 9.48 8.08 16.98
26 O 6.56 14.95 15.95
27 C 8.93 12.58 12.65
28 O 11.20 9.03 17.19
29 C 8.18 12.99 11.36
30 H 6.03 13.97 10.02
31 F 10.21 16.14 22.09
32 H 7.20 16.54 17.82
33 C 10.01 15.56 20.87
34 F 12.30 10.40 20.23
35 H 9.53 9.64 16.13
36 H 5.49 16.58 19.56
37 Cl 11.11 12.19 15.79
38 H 8.22 13.90 8.84
39 F 10.33 16.53 19.99
40 C 14.60 15.02 14.63
41 C 10.40 16.03 13.59
42 F 13.06 8.61 19.49
43 F 4.81 17.08 14.00
44 H 6.24 15.15 8.65
45 H 11.14 9.46 21.95
46 O 13.30 15.24 12.66
47 C 6.09 15.97 15.60
48 C 8.47 15.12 20.80
49 H 6.17 17.95 18.01
50 F 15.06 13.90 14.09
51 O 9.35 11.69 23.62
52 H 10.89 7.10 15.40
53 C 6.56 14.89 9.66
54 S 8.39 10.39 23.76
55 O 12.57 16.28 14.56
56 H 9.53 16.36 14.06
57 C 10.05 8.74 16.36
58 H 11.95 17.33 12.85
59 O 7.24 10.41 22.87
60 F 13.17 10.44 18.31
61 H 5.11 13.82 22.87
62 H 4.12 16.53 18.31
63 H 8.66 15.47 9.40
64 F 15.57 15.92 14.61
65 H 10.53 15.06 14.06
66 O 8.64 14.13 10.91
67 H 10.97 12.26 22.41
68 C 11.02 9.39 18.43
69 F 5.05 14.93 13.80
70 H 6.23 15.25 22.65
71 C 6.20 16.93 17.73
72 C 6.17 14.17 22.73
73 H 9.68 11.33 21.59
74 C 5.15 16.26 18.55
75 Cl 9.41 12.39 18.18
76 C 13.39 15.52 13.81
77 F 10.78 14.42 20.73
78 H 6.30 15.69 10.43
79 O 7.32 12.30 11.00
80 C 10.53 8.08 15.10
81 O 8.26 14.01 21.54
82 F 8.37 13.15 13.71
83 H 10.27 15.79 12.53
84 H 7.01 12.40 21.72
85 F 6.64 16.29 13.34
86 O 8.30 10.09 25.14